[1]
Here is a cluster of 2 separate species, C4H12 in total from the OMol25 dataset. Energies are from the ωB97M-V functional and the def2-TZVPD basis.

Last column: Mulliken charge in e.
Geometry (Å):
C  -0.0103  -0.2969  1.8716  -0.7907
C  1.1321  -1.2797  1.9948  -0.8259
H  0.2828  0.7559  1.7930  0.2766
H  -0.6266  -0.4282  0.9753  0.1629
H  -0.7201  -0.3296  2.7126  0.3800
H  0.8331  -2.1755  2.5406  0.2778
H  1.5080  -1.6113  1.0342  0.2740
H  1.9860  -0.8703  2.5347  0.2546
C  -1.1404  1.2638  -1.8558  -0.7847
C  0.0488  0.3038  -2.0387  -0.6767
H  -2.0719  0.8168  -2.2276  0.2521
H  -1.3447  1.4437  -0.8048  0.2319
H  -0.9844  2.2248  -2.3372  0.2951
H  0.5756  0.1378  -1.0953  0.0914
H  0.7864  0.7362  -2.7130  0.3165
H  -0.2544  -0.6912  -2.3843  0.2652

Results
**ΔE to the lowest compared entry with this formula, charge and spin**: 4.8 kcal per mole
**LUMO level**: 1.18 eV
**Orbital gap**: 12.922 eV
**SMILES**: CC.CC
**Charge**: 0
**Calculated total energy**: -159.57740 a.u.

=====

[2]
Here is a structure of composition C24H18BiBrN11O5S from the OMol25 dataset. Energies are from the ωB97M-V functional and the def2-TZVPD basis.

Last column: Mulliken charge in e.
Geometry (Å):
Bi  1.2300  -0.1666  0.7246  2.1235
O  2.9546  -1.8764  1.0130  -0.4670
N  3.6926  -2.1006  -0.0002  -0.4151
N  3.5118  -1.4470  -1.0686  1.0354
O  2.6318  -0.5070  -1.2685  -0.7886
C  4.3248  -1.8155  -2.1643  0.1530
C  5.4663  -2.5904  -1.9921  -0.2560
C  6.2141  -2.9440  -3.0992  -0.4573
C  5.8365  -2.5330  -4.3688  -0.4592
C  4.7022  -1.7559  -4.5318  -0.4903
C  3.9471  -1.3910  -3.4328  -0.3957
H  5.7533  -2.9137  -1.0046  0.4341
H  7.1025  -3.5443  -2.9728  0.3570
H  6.4307  -2.8180  -5.2255  0.3624
H  4.3992  -1.4325  -5.5168  0.3614
H  3.0535  -0.7939  -3.5254  0.4024
N  -6.1804  -0.0962  -0.3187  -0.5490
C  -5.0831  0.4266  0.3244  0.3768
C  -4.0852  1.0762  -0.4134  -0.4233
C  -2.9915  1.6262  0.2197  0.0445
C  -2.8719  1.5326  1.5953  -0.5467
C  -3.8598  0.9273  2.3484  -0.4132
C  -4.9649  0.3927  1.7195  -0.9012
S  -1.3903  2.1333  2.3632  1.1120
O  -1.6478  2.5475  3.7158  -0.7422
O  -0.8378  3.1504  1.4921  -0.4808
N  -0.3389  0.8746  2.3092  -0.4160
C  -0.5211  -0.2218  3.0151  0.4662
N  -1.5838  -0.4496  3.8022  -0.3744
C  -1.6618  -1.6289  4.3777  -0.0484
C  -0.7139  -2.6377  4.2142  -0.9958
C  0.3675  -2.3157  3.4116  -0.0276
N  0.4692  -1.1370  2.8393  -0.2742
H  -5.9663  -0.5092  -1.2324  0.4111
H  -6.7298  -0.7159  0.2594  0.2171
H  -4.1784  1.1201  -1.4876  0.4712
H  -2.2239  2.1461  -0.3292  0.3342
H  -3.7326  0.8869  3.4178  0.5501
H  -5.7505  -0.0736  2.3006  0.3040
H  -2.5399  -1.7769  4.9962  0.4075
H  -0.8153  -3.6069  4.6746  0.3771
H  1.1802  -2.9998  3.2089  0.4727
Br  0.6400  5.8690  -0.0875  -0.1826
C  0.3824  4.1518  -0.7859  -0.2321
C  -0.4303  3.9612  -1.8872  0.0288
C  -0.6194  2.6633  -2.3473  -1.1135
C  0.0012  1.6273  -1.6719  -0.2482
N  0.7907  1.8455  -0.6324  -0.0103
C  0.9878  3.0629  -0.1707  -0.2008
H  -0.9209  4.7971  -2.3638  0.4250
H  -1.2550  2.4675  -3.1955  0.4235
H  -0.1407  0.5901  -1.9377  0.4977
H  1.6416  3.1606  0.6844  0.4619
O  4.7081  1.7487  2.6031  -0.6098
C  3.7301  1.3983  2.0686  0.6234
N  2.7397  1.1183  1.4891  -0.6519
N  -0.8911  -1.1151  -0.4722  -0.7171
C  -1.9320  -1.5721  -0.7330  0.4476
N  -3.0170  -2.1729  -0.9554  -0.6838
C  -4.0216  -1.9015  -1.6882  0.7040
N  -4.9922  -1.7413  -2.3064  -0.8134

Results
**ΔE to the lowest compared entry with this formula, charge and spin**: 13.0 kcal per mole
**LUMO level**: 2.43 eV
**Orbital gap**: 7.976 eV
**Charge**: -1
**Calculated total energy**: -5090.74581 a.u.

=====

[3]
Here is a cluster of 2 separate species, C4H12N2O in total from the OMol25 dataset. Energies are from the ωB97M-V functional and the def2-TZVPD basis.

Last column: Mulliken charge in e.
Geometry (Å):
H  0.2732  3.0439  1.6111  0.2333
N  -0.1262  2.1152  1.5560  -0.6541
C  0.5390  1.1945  0.9995  -0.0260
N  -0.0791  0.0004  0.7012  -0.0126
C  0.7629  -1.1695  0.6078  -1.1106
C  0.6104  -1.9137  -0.7520  -0.2818
C  1.6422  -1.3033  -1.7848  -0.9540
H  1.5598  1.3117  0.6287  0.3165
H  -1.0154  -0.0550  1.0550  0.2882
H  0.6489  -1.9244  1.4039  0.3342
H  1.8283  -0.9807  0.7696  0.4617
H  0.8244  -2.9700  -0.5946  0.3335
H  -0.4155  -1.7726  -1.0905  0.2899
H  1.1364  -1.0756  -2.7268  0.2663
H  2.0826  -0.4707  -1.2630  0.2585
H  2.3608  -2.0206  -2.1750  0.2945
O  -3.0397  1.0425  -0.7613  -0.6638
H  -2.4825  1.4640  -0.0703  0.3087
H  -2.3553  1.2300  -1.4399  0.3176

Results
**ΔE to the lowest compared entry with this formula, charge and spin**: 39.2 kcal per mole
**LUMO level**: 0.90 eV
**Orbital gap**: 10.104 eV
**SMILES**: [H]/N=C/NCCC.O
**Charge**: 0
**Calculated total energy**: -344.32249 a.u.

=====

[4]
Here is a cluster of 5 separate species, H10O5 in total from the OMol25 dataset. Energies are from the ωB97M-V functional and the def2-TZVPD basis.

Last column: Mulliken charge in e.
Geometry (Å):
O  1.7945  -0.9343  -1.4030  -0.7451
H  2.3822  -1.4171  -0.8110  0.3202
H  0.9328  -1.3874  -1.2711  0.4253
O  -0.5685  -1.9151  -0.5451  -0.7372
H  -1.2827  -2.0634  -1.1778  0.3132
H  -1.0200  -1.5241  0.2604  0.4095
O  -1.8262  -0.5776  1.4853  -0.7754
H  -1.4928  -0.8160  2.3584  0.3272
H  -1.4530  0.3216  1.2882  0.4572
O  -0.9079  1.8849  0.9138  -0.7563
H  -1.5239  2.2885  0.2894  0.3265
H  -0.0659  1.8257  0.4111  0.4390
O  1.3394  1.6404  -0.6086  -0.7494
H  2.1979  1.9786  -0.3048  0.3006
H  1.4940  0.6952  -0.8851  0.4447

Results
**ΔE to the lowest compared entry with this formula, charge and spin**: 0.9 kcal per mole
**LUMO level**: 0.77 eV
**Orbital gap**: 12.182 eV
**SMILES**: O.O.O.O.O
**Charge**: 0
**Calculated total energy**: -382.22280 a.u.

=====

[5]
Here is a cluster of 2 separate species, C2H3F2P in total from the OMol25 dataset. Energies are from the ωB97M-V functional and the def2-TZVPD basis.

Last column: Mulliken charge in e.
Geometry (Å):
C  -0.5592  0.1678  -0.4409  -0.8256
C  -0.2975  -1.0086  -1.3431  0.7038
F  0.9527  -1.2927  -1.7578  -0.2284
F  -1.1289  -1.0734  -2.3943  -0.2284
P  -0.9206  -1.4627  0.3575  0.0176
H  0.9557  0.4477  -0.1334  0.0350
H  -0.8223  1.1284  -0.7939  0.4531
H  0.3845  -1.5737  0.9663  0.0728

Results
**2S+1**: 3
**ΔE to the lowest compared entry with this formula, charge and spin**: 102.9 kcal per mole
**LUMO level (spin up / spin down)**: 0.49 / -3.63 eV
**Orbital gap (spin up / spin down)**: 6.729 / 6.479 eV
**Charge**: 0
**<S²>**: 2.01
**Calculated total energy**: -618.79235 a.u.

=====

[6]
Here is a cluster of 2 separate species, C2H7N2O in total from the OMol25 dataset. Energies are from the ωB97M-V functional and the def2-TZVPD basis.

Last column: Mulliken charge in e.
Geometry (Å):
C  2.8934  -0.0880  0.4521  -0.1120
N  1.8277  -0.6538  0.8850  -0.1248
H  2.9014  0.4970  -0.4555  0.3073
H  3.5706  0.1159  1.2963  0.2689
H  1.9117  -1.4524  1.5096  0.2851
H  0.8606  -0.4753  0.4986  0.4092
C  -1.6202  0.5720  -0.2015  0.1283
N  -2.5900  0.1640  -0.9988  -0.2968
O  -0.4963  0.0678  -0.1229  -0.6721
H  -1.8081  1.3133  0.6212  0.3120
H  -2.3010  -0.2274  -1.8855  0.2452
H  -3.5642  0.3830  -0.8799  0.2496

Results
**ΔE to the lowest compared entry with this formula, charge and spin**: 35.2 kcal per mole
**LUMO level**: -5.40 eV
**Orbital gap**: 9.112 eV
**Charge**: +1
**Calculated total energy**: -264.87514 a.u.